H6IO3 | wB97M-V/def2-TZVPD

As for the HOMO energy: -4.368 eV. As for the total charge: -1. The gap between HOMO and LUMO is 7.98 eV. The value obtained for the energy above the lowest of the compared OMol25 structures with the same formula, charge and spin is 3.3 kcal per mole. For the total energy, the calculation gives -527.1263 hartree.

Each line ends with the Mulliken charge.
Cartesian coordinates (Å):
I: 0.42675 2.07395 -0.16766  -0.774
O: 1.91892 -0.91607 1.58952  -0.643
H: 1.53848 -0.25072 1.01609  0.274
H: 2.01646 -0.47724 2.43459  0.306
O: 0.07606 -0.69937 -2.34594  -0.649
H: 0.98789 -0.51154 -2.56847  0.334
H: -0.09626 -0.16629 -1.56982  0.210
O: -2.62035 0.38891 0.73139  -0.629
H: -2.16932 -0.45014 0.63759  0.319
H: -2.07862 1.00853 0.24269  0.253



C5H13N2O | wB97M-V/def2-TZVPD

As for the HOMO energy (spin up / spin down): -8.641 / -8.585 eV. Its expectation value of S² is 0.7548. As for the total charge: 0. The gap between HOMO and LUMO (spin up / spin down) is 9.56 / 6.73 eV. The spin multiplicity is 2. The value obtained for the energy above the lowest of the compared OMol25 structures with the same formula, charge and spin is 79.3 kcal per mole. For the total energy, the calculation gives -382.8855 hartree.

Each line ends with the Löwdin spin population.
Cartesian coordinates (Å):
C: -1.99596 0.53498 0.19991  0.000
N: -2.85873 -0.66780 0.20016  0.001
C: -0.48314 0.31039 -0.32040  0.003
C: 0.15614 1.44098 -1.22320  0.002
C: 1.66137 1.09574 -1.22802  0.015
N: 0.20977 -0.09080 0.82977  -0.001
C: 1.00753 -1.35399 0.91437  0.144
O: 2.23741 -1.15562 0.70128  0.705
H: -2.52130 1.34377 -0.54144  0.000
H: -1.86290 0.77229 1.33891  0.000
H: -2.78593 -1.29568 -0.57230  0.000
H: -2.27197 -1.21947 0.95093  0.000
H: -0.33269 -0.47946 -1.05599  0.001
H: -0.17317 1.43815 -2.22212  0.000
H: 0.09599 2.44026 -0.97044  0.000
H: 2.23890 1.16276 -2.11144  0.000
H: 2.20596 1.64788 -0.41462  0.000
H: 1.77868 0.03802 -0.88168  0.004
H: 0.76043 0.59951 1.46302  -0.001
H: 0.49430 -2.18117 0.28347  0.057
H: 0.94154 -1.88029 1.85800  0.072



CH5OS | wB97M-V/def2-TZVPD

As for the HOMO energy (spin up / spin down): 3.719 / 0.677 eV. Its expectation value of S² is 0.7519. As for the total charge: -2. The gap between HOMO and LUMO (spin up / spin down) is 2.67 / 5.42 eV. The spin multiplicity is 2. For the total energy, the calculation gives -514.3687 hartree.

Each line ends with the Löwdin spin population.
Cartesian coordinates (Å):
O: -0.02077 2.17124 1.08313  0.025
H: -0.76294 2.41636 0.32177  0.006
C: -0.00533 -1.30604 -0.30237  0.094
S: 0.60578 0.09584 -1.24067  0.867
H: -1.13775 -1.38739 -0.42419  0.002
H: 0.33776 -2.21290 -0.89116  0.002
H: 0.35879 -1.41513 0.85461  0.003
H: 0.62447 1.63802 0.59887  0.002



C4H9N2 | wB97M-V/def2-TZVPD

As for the HOMO energy: -14.738 eV. As for the total charge: +1. The gap between HOMO and LUMO is 8.63 eV. The value obtained for the energy above the lowest of the compared OMol25 structures with the same formula, charge and spin is 79.1 kcal per mole. The SMILES is C=[NH+]/C=N/CC. For the total energy, the calculation gives -266.9732 hartree.

Each line ends with the Mulliken charge.
Cartesian coordinates (Å):
C: 1.09285 -0.59829 -2.60753  -0.117
N: -0.03523 -0.86086 -2.05406  0.010
C: -0.59203 -0.56646 -0.80001  -0.028
N: -0.02660 -0.22868 0.26719  -0.286
C: -0.64882 0.09411 1.46882  -0.333
C: 0.18627 1.20091 2.12482  -1.083
H: 1.56584 -0.93746 -3.53191  0.306
H: 1.81380 -0.14928 -1.88032  0.274
H: -0.70919 -1.16161 -2.74680  0.312
H: -1.68752 -0.75692 -0.91471  0.264
H: -1.67673 0.14588 1.41719  0.494
H: -0.47600 -0.80641 2.15652  0.227
H: 0.04429 1.18692 3.25977  0.309
H: 1.18343 1.09734 2.00672  0.387
H: -0.03435 2.34083 1.83433  0.265